(1)
This record from the OMol25 dataset describes the molecule CH3BFIO at a distorted geometry. The level of theory is ωB97M-V with the def2-TZVPD basis set.

Each line ends with the Mulliken charge.
Element x y z (Å)
F -0.639 -0.568 -1.436  -0.247
I -3.234 0.532 -0.393  -0.070
O -0.272 0.048 0.839  -0.328
B -1.085 -0.075 -0.262  0.432
C 1.050 0.016 0.392  -0.533
H 1.329 1.022 0.024  0.254
H 1.708 -0.243 1.251  0.234
H 1.143 -0.732 -0.416  0.258

LUMO energy	0.5	eV
energy relative to the best compared isomer or geometry (same formula, charge and spin)	0.0	kcal per mole
HOMO energy	-9.82	eV
SMILES	COB(F)I

***

(2)
This record from the OMol25 dataset describes C22H51AlBN4O2Si2 as an isolated structure at a distorted geometry. The level of theory is ωB97M-V with the def2-TZVPD basis set.

Each line ends with the Mulliken charge.
Element x y z (Å)
O -0.919 -1.747 -2.737  0.175
O 0.935 1.488 -6.314  -0.364
C 0.004 -2.769 -3.336  -0.459
C -0.764 -4.056 -3.342  -1.327
H 0.879 -2.801 -2.664  0.243
H 0.380 -2.464 -4.347  0.495
H -1.052 -4.329 -2.314  0.252
H -0.130 -4.823 -3.800  0.433
H -1.680 -3.886 -3.928  0.274
C -1.552 -0.880 -3.737  0.757
C -1.358 -1.138 -5.242  -1.348
H -1.241 0.153 -3.493  -0.163
H -2.612 -0.956 -3.461  -0.242
H -0.403 -0.706 -5.611  0.261
H -2.195 -0.615 -5.748  0.450
H -1.417 -2.220 -5.444  0.365
C 0.578 2.647 -5.567  0.313
C 2.333 1.251 -6.347  0.169
C -0.837 3.060 -5.907  -1.279
H 1.266 3.489 -5.761  0.483
H 0.654 2.386 -4.497  -0.259
H -0.953 3.215 -6.985  0.328
H -1.067 3.992 -5.396  0.407
H -1.554 2.298 -5.585  0.194
C 2.820 0.720 -7.693  -1.380
H 2.520 0.483 -5.576  -0.051
H 2.920 2.153 -6.096  0.442
H 2.241 -0.152 -8.021  0.301
H 3.868 0.425 -7.581  0.397
H 2.765 1.498 -8.467  0.320
H 0.869 -0.013 -1.254  -0.021
Al -0.349 -0.599 0.079  -2.804
C 1.572 -0.008 -2.153  1.290
Si 3.065 0.650 -1.216  0.467
H 2.027 -0.930 -2.573  0.104
H 1.336 0.784 -2.881  -0.673
C 4.218 -0.312 -2.379  -1.283
C 3.605 0.346 0.521  -0.907
C 2.940 2.414 -1.674  -0.938
C -2.068 -1.254 -0.217  -0.209
Si -3.472 -0.037 -0.411  0.762
H -2.176 -1.701 0.786  0.448
H -2.089 -2.094 -0.935  0.504
C -4.800 -1.003 -1.311  -1.337
C -3.098 1.484 -1.452  -0.812
C -4.043 0.559 1.263  -1.136
H 2.383 2.562 -2.603  0.196
H 3.975 2.714 -1.820  0.385
H 2.479 2.991 -0.874  0.303
H 4.022 -1.394 -2.305  0.370
H 5.249 -0.099 -2.093  0.434
H 4.018 0.011 -3.415  0.266
H 3.278 -0.606 0.951  0.229
H 3.283 1.183 1.152  0.235
H 4.702 0.355 0.425  0.528
H -3.676 1.454 -2.385  0.433
H -2.041 1.591 -1.723  -0.039
H -3.398 2.387 -0.902  0.454
H -4.793 1.357 1.179  0.344
H -3.222 0.954 1.870  0.262
H -4.501 -0.261 1.828  0.327
H -5.784 -0.641 -0.993  0.361
H -4.724 -2.074 -1.079  0.358
H -4.711 -0.881 -2.397  0.316
B 1.287 0.021 3.081  0.171
N 1.123 -1.396 2.479  -0.154
C 1.453 -2.540 3.092  -0.297
C 1.261 -3.586 2.223  -1.134
C 0.771 -3.058 1.052  -0.248
N 0.684 -1.702 1.191  1.304
N 0.395 1.096 2.397  -0.297
C 0.050 2.267 2.936  -0.327
C -0.592 3.041 1.991  -1.117
C -0.633 2.280 0.828  -0.508
N -0.072 1.064 1.085  1.484
H 2.447 0.371 3.067  -0.033
H 0.976 -0.017 4.280  -0.132
H 1.782 -2.534 4.132  0.469
H 1.454 -4.639 2.428  0.431
H 0.450 -3.545 0.133  0.475
H 0.272 2.494 3.975  0.465
H -1.001 4.026 2.124  0.476
H -1.023 2.559 -0.145  0.569

LUMO energy	-2.9	eV
energy relative to the best compared isomer or geometry (same formula, charge and spin)	31.1	kcal per mole
HOMO energy	-11.88	eV
total charge	+1

***

(3)
This record from the OMol25 dataset describes an isolated ion of composition C3H6NO2S2 and charge -1 at a distorted geometry. The level of theory is ωB97M-V with the def2-TZVPD basis set.

Each line ends with the Mulliken charge.
Element x y z (Å)
N -1.477 0.250 -1.672  -0.570
C -0.940 -0.560 -0.587  -0.006
C -2.056 -1.121 0.366  0.451
O -1.641 -1.833 1.306  -0.746
O -3.231 -0.793 0.100  -0.746
C -0.002 0.259 0.273  -0.826
S 1.466 0.740 -0.672  -0.113
S 2.872 1.043 0.788  -0.280
H -1.609 -0.274 -2.518  0.203
H -2.307 0.733 -1.359  0.250
H -0.474 -1.432 -1.028  0.443
H 0.308 -0.312 1.141  0.441
H -0.513 1.147 0.621  0.370
H 3.444 -0.171 0.836  0.129

LUMO energy	2.8	eV
energy relative to the best compared isomer or geometry (same formula, charge and spin)	1.1	kcal per mole
HOMO energy	-4.14	eV
total charge	-1
SMILES	N[C@@H](CSS)C(=O)[O-]